ORCA calculation (ωB97M-V/def2-TZVPD) on C5H7NO as an isolated structure.

```
14
Properties=species:S:1:pos:R:3:forces:R:3:nbo_charge:R:1
C 2.4035 -0.0853 0.6672 0.201 -0.122 0.012 -0.4418
N 1.2917 0.8434 0.5216 -0.397 -0.152 -0.256 -0.4599
C 0.2891 0.4160 -0.0897 0.305 0.224 0.333 0.5542
O 0.0997 -0.8250 -0.7073 0.063 -0.126 0.041 -0.5099
C -1.2490 -0.4487 -1.0356 -0.289 -0.140 -0.219 0.0808
C -2.0029 -0.2070 0.2204 -0.138 -0.102 0.093 -0.4159
C -1.1074 0.8793 -0.3613 0.070 0.262 -0.045 -0.3212
H 3.3211 0.3738 0.2878 -0.126 -0.034 0.071 0.2025
H 2.5460 -0.2833 1.7355 0.030 0.058 -0.166 0.2028
H 2.2434 -1.0418 0.1551 0.080 0.160 0.076 0.1931
H -1.6325 -0.7375 -2.0060 0.039 0.055 0.165 0.2149
H -1.6830 -0.7178 1.1258 -0.076 0.050 -0.161 0.2280
H -3.0707 -0.0320 0.1333 0.136 0.028 -0.045 0.2285
H -1.4490 1.8660 -0.6467 0.102 -0.161 0.101 0.2438
```
Forces are in eV/Å.

The total energy comes out at -324.6301 hartree. For the max |F|, the calculation gives 0.010 hartree/bohr. The spin multiplicity is 1. For the HOMO energy, the calculation gives -9.57 eV. For the energy above the lowest of the compared OMol25 structures with the same formula, charge and spin, the calculation gives 59.2 kcal/mol.

ORCA calculation (ωB97M-V/def2-TZVPD) on one molecule with the formula C5H7NO.

```
14
Properties=species:S:1:pos:R:3:forces:R:3:nbo_charge:R:1
C -0.3976 2.0655 -0.4720 -0.094 -0.113 0.063 -0.3696
C -1.0632 1.0526 0.0721 0.075 0.184 -0.047 -0.1854
C -0.8130 -0.3911 -0.2897 0.031 -0.032 -0.066 -0.4636
C 0.1795 -0.9702 0.7048 -0.187 0.217 0.126 -0.1401
N 1.1507 -2.0621 0.3342 0.177 -0.106 -0.118 -0.6227
C 1.6011 -0.7796 0.4045 0.293 0.193 -0.133 0.6795
O 2.5360 -0.0687 0.1574 -0.428 -0.402 0.153 -0.5346
H 0.3414 1.9018 -1.2543 -0.114 0.012 0.112 0.1976
H -0.5449 3.0897 -0.1420 -0.032 -0.151 -0.054 0.2039
H -1.7755 1.2399 0.8754 0.083 -0.008 -0.124 0.1999
H -0.3945 -0.4522 -1.3024 -0.017 0.021 0.158 0.2143
H -1.7445 -0.9711 -0.2811 0.146 0.081 0.024 0.2195
H -0.1849 -1.0680 1.7266 0.090 0.026 -0.131 0.2119
H 1.1095 -2.5865 -0.5336 -0.026 0.077 0.037 0.3894
```
Forces are in eV/Å.

The total energy comes out at -324.6394 hartree. For the max |F|, the calculation gives 0.012 hartree/bohr. The spin multiplicity is 1. For the HOMO energy, the calculation gives -9.59 eV. For the energy above the lowest of the compared OMol25 structures with the same formula, charge and spin, the calculation gives 53.4 kcal/mol.

ORCA calculation (ωB97M-V/def2-TZVPD) on one molecule with the formula C5H7NO in a non-equilibrium geometry.

```
14
Properties=species:S:1:pos:R:3:forces:R:3:nbo_charge:R:1
C -0.2741 1.3210 -0.1199 -0.966 -0.295 -0.194 0.2889
C 2.6151 0.6053 0.0939 -1.067 -0.059 -1.789 -0.0415
C -0.9077 -0.9936 -0.0103 3.222 -2.208 0.857 -0.4508
C -2.0737 -0.0070 0.3237 1.699 -0.622 1.060 -0.2643
C 0.3969 -0.0745 -0.3571 -0.142 1.475 -1.747 0.0121
N -1.4722 1.2966 0.1632 0.707 1.620 -0.825 -0.4602
O 1.5508 -0.0701 0.4335 -1.761 -2.241 1.456 -0.4836
H 3.0352 0.5342 -0.8702 0.178 -0.050 -1.166 0.1419
H 3.1219 0.9829 0.8775 1.789 1.115 2.405 0.1551
H -0.6099 -1.7373 0.8806 -0.720 1.655 -1.945 0.2369
H -0.9897 -1.6390 -0.9461 -0.580 0.810 1.360 0.2283
H -2.8120 -0.2381 -0.4292 -0.924 0.516 0.447 0.2184
H -2.3539 0.0688 1.4235 -0.375 -1.130 -1.562 0.2271
H 0.7731 -0.0491 -1.4631 -1.059 -0.586 1.643 0.1917
```
Forces are in eV/Å.

The total energy comes out at -324.4975 hartree. For the max |F|, the calculation gives 0.078 hartree/bohr. The spin multiplicity is 1. For the HOMO energy (spin up / spin down), the calculation gives -8.44 / -7.53 eV. For the energy above the lowest of the compared OMol25 structures with the same formula, charge and spin, the calculation gives 142.4 kcal/mol.

> Which of these has the highest max |F|?

number 3